Entry 1:
Formula: C18H36N3O9
Source: the Open Molecules 2025 dataset
Level of theory: the ωB97M-V functional and the def2-TZVPD basis

XYZ file:
```
66
Properties=species:S:1:pos:R:3:nbo_charge:R:1
C -1.821 -1.803 1.093 -0.466
H 0.326 -0.218 -4.731 0.255
H -0.678 0.721 3.687 0.199
H -1.773 -1.526 -1.162 0.434
O -0.241 -3.799 0.065 -0.463
C 0.101 -3.031 -2.143 -0.715
H 1.984 0.576 -3.935 0.280
H 2.520 -0.947 -0.116 0.190
H 1.610 -2.156 5.200 0.214
H 3.929 -2.338 1.618 0.165
H 6.069 -2.983 1.298 0.220
C -4.064 2.372 1.621 0.389
H 6.156 -1.918 -0.180 0.212
H 6.069 -1.285 1.445 0.225
H 3.616 -0.047 1.115 0.205
O 0.694 2.827 -5.722 -0.445
H -0.808 -1.109 4.359 0.203
C -6.273 2.193 0.498 -0.249
H -5.994 3.195 2.598 0.279
H -0.619 -0.834 -0.214 0.488
N -1.248 -1.667 -0.257 -0.625
H -0.631 -2.770 -2.797 0.252
C -4.154 1.332 -0.649 -0.207
C 5.772 -2.101 0.840 -0.628
C 0.662 2.044 -4.811 0.713
H -1.080 -2.252 1.897 0.301
H -0.962 1.779 -3.462 0.427
C -0.124 -0.135 4.345 -0.652
C 1.204 0.588 -4.746 -0.752
O -6.303 0.886 -1.483 -0.475
H 0.846 -0.258 2.112 0.498
H 2.274 -0.571 5.870 0.234
C 4.331 -2.095 0.659 0.100
C -0.363 -2.877 -0.734 0.705
H -2.242 -0.775 1.506 0.261
H -1.617 3.541 -4.314 0.224
C -5.563 2.484 1.667 -0.199
C -3.369 1.895 0.479 -0.217
C 3.662 -0.715 0.248 -0.610
H -2.302 2.006 0.503 0.251
H 0.354 2.307 -2.650 0.492
O 0.528 2.393 -0.920 -0.479
N -0.188 2.457 -3.625 -0.641
H -0.065 0.335 5.439 0.222
H 0.374 -1.980 -2.396 0.264
H 4.116 -0.307 -0.723 0.206
H -1.092 4.085 -2.555 0.256
H 3.114 -3.546 -0.181 0.480
H -0.238 4.502 -3.897 0.240
H 3.238 -1.421 4.580 0.209
H 1.760 0.653 3.778 0.164
H 0.796 -3.724 -2.365 0.278
C 1.328 -0.383 3.731 0.066
H -2.465 -2.590 1.139 0.231
N 0.515 1.195 -0.590 0.728
H 1.811 0.445 -5.761 0.284
C 2.090 -1.126 4.860 -0.652
O 1.115 -1.045 2.638 -0.708
O 0.126 0.894 0.591 -0.525
O -3.423 2.844 2.667 -0.468
C -0.874 3.748 -3.561 -0.427
H -3.762 0.996 -1.528 0.200
O 3.686 -2.829 -0.389 -0.765
O 0.528 0.384 -1.539 -0.570
H -7.341 2.087 0.595 0.245
C -5.625 1.400 -0.606 0.451
```

Calculated values
**Net charge**: +1
**Energy above the lowest of the compared OMol25 structures with the same formula, charge and spin**: 0.0 kcal/mol
**Frontier orbital gap**: 7.066 eV

---

Entry 2:
Formula: C43H68N10O5
Source: the Open Molecules 2025 dataset
Level of theory: the ωB97M-V functional and the def2-TZVPD basis

XYZ file:
```
126
Properties=species:S:1:pos:R:3:lowdin_charge:R:1
H 2.780 -5.708 0.741 0.110
H -0.141 -1.752 -7.706 0.087
C 1.480 -3.937 0.843 -0.097
H 6.332 0.193 -2.824 0.092
C -3.862 -0.758 -2.938 -0.144
C 4.217 1.087 2.265 -0.025
C 2.035 3.932 -1.914 -0.030
N 4.645 -2.139 -1.734 0.021
C 1.492 -2.910 1.861 -0.100
C 0.346 -0.182 4.910 -0.141
O -0.730 3.768 2.473 0.026
C -3.266 -4.223 1.357 -0.123
H -0.491 1.804 1.607 0.104
C 5.567 -1.653 -2.523 -0.614
C -4.636 -0.619 1.202 -0.152
H -0.270 6.318 3.323 0.085
H 3.200 -1.236 -4.184 0.084
N -4.954 -1.496 -3.204 0.029
H 1.884 4.185 -0.865 0.069
H 3.906 -0.980 -0.220 0.068
C 6.530 -0.567 -2.068 0.025
H 0.673 -3.291 -7.282 0.077
H 7.578 -0.808 -2.248 0.089
H -1.777 6.398 4.167 0.072
C 5.523 1.900 1.975 -0.386
C 0.872 0.818 0.257 -0.107
H 3.837 -2.701 0.129 0.062
N 3.033 -4.357 2.383 -0.006
H -0.743 -1.982 -0.382 0.089
C 4.440 -1.923 -0.340 -0.082
N 1.264 -1.684 -4.808 0.006
N -5.026 -4.125 -0.088 0.043
H -5.902 -1.154 -3.269 0.149
C -4.484 -2.738 -3.637 -0.138
O 5.608 -2.053 -3.647 0.042
N -1.293 1.583 -1.967 0.061
H -6.444 -5.069 1.180 0.105
H -4.318 -5.601 2.763 0.094
C 1.197 4.729 -2.921 -0.444
H 3.525 1.651 2.890 0.058
C -0.907 2.044 -3.264 -0.106
H 3.702 0.504 1.501 0.047
C 2.418 -3.270 2.813 -0.157
H 5.752 2.218 -0.146 0.064
H -2.262 -4.147 1.748 0.095
C 2.248 0.903 5.375 -0.113
C 0.010 5.425 -2.285 -0.017
H 1.069 1.695 3.766 0.079
H -3.941 0.312 -2.818 0.095
H 0.142 5.454 -1.203 0.072
H 0.450 -1.509 6.484 0.153
O 1.531 -0.434 -6.596 0.029
C 5.454 2.843 0.696 -0.010
H 0.823 -2.475 -4.363 0.144
C -0.469 -0.982 -0.079 -0.129
C 0.223 -2.379 -6.892 0.004
H -2.028 3.419 -4.736 0.095
H 4.511 3.269 0.353 0.058
H -5.623 -3.941 -0.882 0.141
C -1.424 4.398 3.247 -0.571
H -5.577 1.509 3.598 0.083
H -3.089 -3.352 -0.680 0.084
H 6.241 3.581 0.850 0.074
H 1.552 -0.812 -1.098 0.066
H -1.823 1.790 4.178 0.076
C -4.949 -0.637 3.409 -0.101
C -4.313 -5.013 1.857 -0.132
H -5.043 -1.160 4.349 0.097
H -3.034 2.163 2.900 0.070
C -3.688 -3.815 0.090 -0.139
H -3.089 4.269 4.516 0.142
C 1.130 -1.480 -6.077 -0.577
C -3.138 -2.829 -3.351 -0.127
H -3.505 2.326 4.605 0.083
C -2.997 2.878 -2.844 -0.122
N -4.689 -1.397 2.292 0.019
H 2.736 -0.577 7.037 0.103
H 0.908 -4.057 -0.065 0.089
H -0.546 -2.818 -6.257 0.065
O 1.585 5.059 -4.073 0.022
H 4.073 -2.913 -2.039 0.148
H -0.609 -0.561 4.577 0.100
H 1.976 0.136 -4.051 0.089
H -0.039 6.420 -2.726 0.088
H 2.814 -2.798 3.700 0.114
C 0.798 -0.468 -0.406 -0.103
C 2.164 -0.937 -4.028 -0.070
H 1.644 2.952 -2.191 0.061
H -4.444 -0.997 0.208 0.094
H 4.526 0.230 2.864 0.071
H -0.785 0.952 -1.364 0.060
H -5.136 -3.402 -4.187 0.101
N -0.262 0.997 1.043 0.065
N 0.847 -0.675 6.076 -0.011
C -4.985 0.710 1.581 -0.128
C -1.926 2.848 -3.825 -0.098
C -2.677 2.408 3.900 -0.053
H -2.448 -3.649 -3.485 0.097
H -4.438 -2.372 2.374 0.109
H -3.969 3.332 -2.965 0.086
H 1.940 -1.235 -3.004 0.052
N -2.416 3.834 3.901 0.018
H 3.895 -4.683 2.796 0.158
H 1.607 1.606 0.190 0.094
H -5.134 1.483 0.841 0.085
H -0.901 4.869 -2.507 0.060
C 2.046 -0.136 6.333 -0.135
H -3.088 1.876 -0.843 0.090
H 5.365 -1.964 0.234 0.093
H 6.317 -0.333 -1.024 0.055
C -1.109 0.030 0.658 -0.163
C -1.274 5.893 3.343 -0.002
H -1.854 -1.184 -2.468 0.075
H -1.800 6.369 2.515 0.085
C -2.561 2.120 -1.754 -0.165
C -5.397 -4.854 1.026 -0.142
H 0.072 1.897 -3.697 0.092
O 6.584 1.688 2.602 0.028
H 3.057 1.619 5.356 0.088
C 2.481 -4.795 1.233 -0.170
C -5.254 0.702 2.957 -0.126
H -2.029 0.101 1.218 0.098
C -2.781 -1.587 -2.847 -0.134
C 1.134 0.923 4.518 -0.109
H 3.115 3.870 -2.046 0.077
H 0.884 -2.019 1.907 0.071
```

Calculated values
**Energy above the lowest of the compared OMol25 structures with the same formula, charge and spin**: 94.2 kcal/mol
**Structure (SMILES)**: c1cc[nH]c1.c1cc[nH]c1.c1cc[nH]c1.c1cc[nH]c1.c1cc[nH]c1.c1cc[nH]c1.c1cc[nH]c1.CNC(C)=O.CNC(C)=O.CNC(C)=O.CC(C)=O.CC(C)=O
**Frontier orbital gap**: 8.318 eV

---

Entry 3:
Formula: C4H18O5S
Source: the Open Molecules 2025 dataset
Level of theory: the ωB97M-V functional and the def2-TZVPD basis

XYZ file:
```
28
Properties=species:S:1:pos:R:3:nbo_charge:R:1
H 0.644 -0.451 0.041 0.238
H 1.190 -3.268 -1.363 0.471
H -1.354 0.844 3.449 0.190
H -1.708 -2.577 1.791 0.482
S 1.476 1.738 -1.082 -0.150
H 1.018 1.657 2.370 0.209
C 1.084 0.044 1.011 -0.448
C 0.248 1.132 1.738 -0.458
H -1.945 1.776 -0.029 0.485
H -0.042 2.045 1.170 0.227
H 0.828 -0.712 -3.334 0.498
H -1.473 -0.389 0.998 0.485
H 1.210 0.686 -1.928 0.170
O -1.717 -0.237 1.921 -0.742
C -0.739 0.432 2.647 -0.075
H -0.125 -0.110 3.366 0.147
H 1.494 -0.622 1.760 0.209
H -0.155 -2.668 -1.523 0.479
O 0.082 -0.181 -3.033 -0.960
O -2.209 1.105 -0.610 -0.965
H -0.747 -0.448 -3.365 0.484
O 0.759 -2.507 -1.759 -0.948
H -2.311 1.356 -1.525 0.483
C 2.273 0.696 0.296 -0.457
H 2.781 1.495 0.909 0.206
H -2.384 -2.192 0.549 0.463
O -1.989 -2.955 0.951 -0.945
H 2.956 0.010 -0.160 0.218
```

Calculated values
**Energy above the lowest of the compared OMol25 structures with the same formula, charge and spin**: 9.2 kcal/mol
**Structure (SMILES)**: OCCCCS.O.O.O.O
**Frontier orbital gap**: 8.843 eV

---

Q: frontier orbital gap of number 2 (C43H68N10O5)?
A: 8.318 eV

---

Q: frontier orbital gap of number 3 (C4H18O5S)?
A: 8.843 eV

---

Q: What is the energy above the lowest of the compared OMol25 structures with the same formula, charge and spin in the third record?
A: 9.2 kcal/mol